Entry 1:
{"formula": "C15H25N7O2", "method": "wB97M-V/def2-TZVPD", "homo_lumo_gap_ev": 8.16, "e_homo_ev": -7.5, "smiles": "[H]/N=c1\\ncn(C[C@@H](O)CO)c2nc(N3CCN(CCC)CC3)[nH]c12", "elements": ["H", "N", "C", "N", "C", "N", "C", "C", "O", "C", "O", "C", "N", "C", "N", "C", "C", "N", "C", "C", "C", "C", "C", "N", "C", "H", "H", "H", "H", "H", "H", "H", "H", "H", "H", "H", "H", "H", "H", "H", "H", "H", "H", "H", "H", "H", "H", "H", "H"], "xyz": [[-4.135, 3.104, 3.316], [-3.334, 2.507, 3.130], [-2.919, 2.609, 1.931], [-3.484, 3.443, 0.959], [-3.034, 3.497, -0.232], [-1.985, 2.801, -0.753], [-1.546, 2.917, -2.123], [-0.116, 3.482, -2.248], [0.863, 2.485, -2.201], [0.032, 4.211, -3.593], [-0.843, 5.303, -3.715], [-1.353, 1.973, 0.142], [-0.266, 1.184, -0.073], [-0.036, 0.588, 1.091], [1.035, -0.214, 1.324], [1.702, -0.786, 0.169], [1.028, -2.096, -0.238], [1.048, -3.025, 0.879], [0.576, -4.352, 0.520], [1.632, -5.147, -0.249], [2.918, -5.284, 0.556], [0.335, -2.458, 2.007], [1.022, -1.155, 2.425], [-0.939, 0.960, 2.036], [-1.796, 1.863, 1.441], [-3.532, 4.163, -0.928], [-2.237, 3.583, -2.646], [-1.565, 1.929, -2.596], [0.037, 4.213, -1.429], [0.645, 1.896, -1.446], [-0.219, 3.523, -4.402], [1.080, 4.514, -3.709], [-0.599, 5.974, -3.067], [1.672, -0.068, -0.649], [2.740, -0.980, 0.451], [1.571, -2.534, -1.076], [-0.006, -1.880, -0.566], [0.355, -4.886, 1.448], [-0.357, -4.304, -0.070], [1.848, -4.662, -1.202], [1.222, -6.135, -0.469], [3.674, -5.814, -0.017], [3.296, -4.299, 0.814], [2.733, -5.833, 1.476], [0.366, -3.168, 2.837], [-0.725, -2.249, 1.765], [0.534, -0.723, 3.299], [2.064, -1.369, 2.678], [-0.998, 0.696, 3.003]], "forces_ev_per_angstrom": [[0.0, 0.1, -0.2], [0.1, -0.3, 0.5], [0.0, -0.1, 0.1], [-0.4, 0.2, 0.4], [0.0, 0.1, -0.4], [0.0, -0.2, 0.3], [0.4, 0.2, -0.3], [-0.3, 0.3, -0.3], [0.2, -0.2, 0.0], [0.4, -0.5, 0.3], [-0.3, 0.4, 0.1], [-0.4, -0.2, 1.3], [0.0, -0.1, -0.3], [-0.1, 0.3, 0.1], [0.2, 0.0, 0.1], [0.0, -0.1, -0.4], [0.2, 0.2, 0.0], [-0.1, 0.0, 0.1], [0.1, -0.1, -0.2], [0.0, 0.1, 0.3], [-0.1, 0.0, -0.2], [0.1, 0.2, 0.2], [-0.3, -0.3, 0.1], [0.1, -0.1, -0.1], [0.0, 0.4, -1.1], [0.1, 0.0, -0.2], [0.0, -0.1, 0.1], [0.0, 0.1, 0.0], [-0.1, 0.0, -0.2], [0.1, 0.1, -0.2], [0.1, 0.0, 0.0], [-0.1, -0.1, 0.0], [0.0, 0.0, -0.1], [0.1, -0.1, 0.1], [0.0, 0.0, -0.1], [0.0, 0.0, -0.1], [0.0, 0.0, 0.0], [-0.1, 0.0, 0.0], [0.0, 0.0, 0.1], [-0.1, -0.1, -0.1], [0.0, 0.0, -0.1], [0.1, -0.1, 0.0], [0.1, 0.0, 0.1], [0.0, -0.1, 0.1], [0.0, 0.0, 0.0], [0.0, 0.0, 0.0], [0.1, 0.0, 0.0], [-0.1, 0.0, 0.1], [0.0, 0.0, 0.0]]}


Entry 2:
{"formula": "CHCl2O2S", "method": "wB97M-V/def2-TZVPD", "charge": -1, "homo_lumo_gap_ev": 7.35, "e_homo_ev": -3.7, "elements": ["C", "O", "O", "S", "Cl", "Cl", "H"], "xyz": [[0.912, -0.013, 0.033], [-2.004, 0.907, -0.395], [-1.802, -1.389, 0.503], [-1.403, -0.464, -0.535], [1.190, 0.879, 1.555], [1.424, 0.893, -1.355], [1.683, -0.813, 0.195]], "forces_ev_per_angstrom": [[-0.3, -1.6, 0.8], [1.0, -2.0, -0.2], [-0.2, -0.5, 0.5], [0.4, 2.6, 0.1], [-0.3, 0.6, 0.3], [0.4, 0.7, -0.9], [-1.1, 0.2, -0.7]]}


Entry 3:
{"formula": "C9H19OP", "method": "wB97M-V/def2-TZVPD", "homo_lumo_gap_ev": [7.74, 7.68], "e_homo_ev": [-8.8, -8.8], "elements": ["C", "C", "C", "C", "C", "C", "C", "C", "C", "O", "P", "H", "H", "H", "H", "H", "H", "H", "H", "H", "H", "H", "H", "H", "H", "H", "H", "H", "H", "H"], "xyz": [[0.387, -1.536, 0.865], [-0.001, -0.180, -1.989], [-0.184, -2.684, 1.202], [-1.188, -0.860, -2.530], [2.320, -2.029, 2.439], [1.177, 0.163, 2.301], [0.749, 2.306, -2.999], [-1.821, 2.229, -1.697], [1.706, -1.055, 1.473], [0.621, 1.910, -0.341], [-0.108, 1.542, -1.600], [0.319, -3.126, 2.198], [0.064, -0.925, 0.027], [-1.071, -3.136, 0.667], [-0.994, -0.471, -3.589], [-2.064, -0.513, -2.003], [-1.074, -1.935, -2.639], [3.363, -1.755, 2.763], [2.443, -3.026, 1.867], [1.689, -2.294, 3.324], [1.945, 0.394, 3.049], [1.196, 1.134, 1.810], [0.303, 0.062, 2.973], [1.760, 1.811, -3.152], [0.118, 2.261, -3.913], [1.049, 3.288, -2.630], [-1.718, 3.371, -1.606], [-2.288, 2.017, -2.653], [-2.494, 1.630, -0.891], [2.304, -0.656, 0.694]], "forces_ev_per_angstrom": [[1.3, -1.0, -0.7], [0.2, -1.0, -0.8], [0.2, -0.8, 1.8], [1.8, 0.6, 0.0], [1.4, -2.5, -0.8], [1.8, 1.3, 1.5], [0.9, -1.1, -0.6], [-0.5, -0.5, 1.7], [-3.8, 1.3, 2.0], [-0.8, -0.5, -0.4], [0.6, 1.7, 0.9], [-1.8, 0.2, -2.7], [-0.2, 0.0, 0.0], [1.1, 0.6, 1.1], [-0.8, 0.0, 0.7], [-0.9, -0.1, -0.7], [-0.2, -0.1, 0.2], [-1.2, 0.0, -0.2], [0.0, 1.3, 1.0], [0.5, 0.7, -0.6], [0.3, -0.3, 0.2], [-0.8, -0.3, -0.7], [0.0, -0.5, -1.0], [-1.4, 0.2, 0.0], [0.7, 0.5, 0.4], [-0.6, 0.3, -0.3], [-0.5, -1.8, 0.4], [0.0, -0.1, -0.3], [1.6, 2.0, -1.6], [0.9, 0.0, -0.6]]}


Entry 4:
{"formula": "C3H12N2O2", "method": "wB97M-V/def2-TZVPD", "homo_lumo_gap_ev": 7.32, "e_homo_ev": -6.8, "smiles": "C/C(N)=C/N.O.O", "elements": ["C", "C", "N", "C", "N", "H", "H", "H", "H", "H", "H", "H", "H", "O", "H", "H", "O", "H", "H"], "xyz": [[-1.424, 1.651, -0.486], [-0.198, 0.651, -0.587], [-0.217, -0.223, -1.697], [0.869, 0.760, 0.233], [2.184, 0.712, -0.234], [-0.958, 2.650, -0.480], [-1.728, 1.506, 0.551], [-1.974, 1.593, -1.419], [-0.294, -1.203, -1.479], [-0.792, 0.001, -2.492], [0.740, 1.048, 1.272], [2.409, 0.154, -1.051], [2.922, 0.502, 0.429], [0.817, -2.323, -0.052], [-0.024, -2.162, 0.395], [1.342, -1.517, 0.006], [-1.072, -1.378, 2.012], [-0.766, -1.601, 2.899], [-1.833, -0.822, 2.181]], "forces_ev_per_angstrom": [[3.4, -0.5, 0.8], [-1.4, 0.7, -0.3], [0.7, 0.4, -0.6], [-0.8, 0.3, -0.8], [1.6, -1.2, 0.3], [-0.3, -0.2, -0.1], [-1.5, 0.1, -0.4], [-1.0, -0.4, 0.7], [0.3, 0.0, 0.1], [-0.1, 0.3, 0.2], [0.1, 0.7, -0.3], [-0.7, 0.3, -0.2], [-0.4, 0.1, 0.3], [0.1, -0.7, -0.2], [0.3, 0.3, 0.3], [-0.4, 0.0, 0.2], [0.0, -0.1, 0.3], [0.1, -0.1, -0.1], [-0.2, 0.2, -0.2]]}


Computed DFT total energy (Ha) in order:
-1120.370443; -1507.781872; -770.717985; -381.428033
Computed ΔE to the lowest compared entry with this formula, charge and spin (eV) in order:
0.000; 0.737; 3.566; 2.364